1.
A molecular structure, C18H18Cl2N3O3PdS2. Source: the Open Molecules 2025 dataset; level of theory: ωB97M-V/def2-TZVPD.

Structure (XYZ):
```
47
C18H18Cl2N3O3PdS2 (ωB97M-V/def2-TZVPD)
Pd -0.5715 0.1713 -0.8446
O -2.7006 -1.8446 2.5782
C -1.6020 -2.5096 2.9901
C -1.7581 -3.3489 4.0950
C -0.6907 -4.0669 4.5833
C 0.5667 -3.9696 3.9837
C 0.7293 -3.1438 2.8978
C -0.3425 -2.3994 2.3782
C -0.1048 -1.5281 1.2235
O -1.1366 -0.8312 0.7506
N 1.0866 -1.4514 0.7016
N 1.1677 -0.5175 -0.3329
C 2.3696 -0.1826 -0.6632
S 3.7010 -0.9022 0.1991
C 4.9731 -0.1557 -0.8553
C 4.4735 1.2013 -1.2998
S 2.7715 0.9860 -1.8962
H -2.4587 -1.3245 1.7939
H -2.7391 -3.4143 4.5455
H -0.8331 -4.7117 5.4407
H 1.4028 -4.5366 4.3679
H 1.6933 -3.0525 2.4175
H 5.1633 -0.8085 -1.7062
H 5.8808 -0.0725 -0.2591
H 5.0551 1.5926 -2.1335
H 4.4843 1.9210 -0.4826
Cl 1.0882 0.6988 -5.3650
C -0.5218 0.9729 -4.9192
C -1.4569 1.3125 -5.8780
C -2.7777 1.5106 -5.5046
C -3.2200 1.3925 -4.1778
C -2.2882 1.0754 -3.2374
Cl -2.7295 0.9108 -1.5749
C -0.9061 0.8462 -3.5355
N -0.0127 0.5435 -2.6243
H -1.1553 1.4104 -6.9107
H -3.5019 1.7629 -6.2687
H -4.2571 1.5472 -3.9174
C -1.5175 3.2733 2.6967
C -0.6956 2.1526 2.1006
O -0.4424 2.3535 0.6983
H -1.7536 3.0560 3.7386
H -2.4530 3.3995 2.1511
H -0.9720 4.2193 2.6729
H -1.2219 1.2016 2.1670
H 0.2552 2.0385 2.6289
H -0.0412 3.2216 0.5862
```

**LUMO energy**: -6.120 eV
**HOMO**: -10.4 eV
**Net charge**: +1
**ΔE to the lowest compared entry with this formula, charge and spin**: 0.0 kcal/mol

2.
A single C18H18ClN3 molecule. Source: the Open Molecules 2025 dataset; level of theory: ωB97M-V/def2-TZVPD.

Structure (XYZ):
```
40
C18H18ClN3 (ωB97M-V/def2-TZVPD)
Cl -3.8735 -1.3172 -0.5310
N 0.0909 -0.4153 -2.1263
N -0.8201 -0.3963 0.0612
C -0.8830 -0.2434 -1.3366
C 0.3681 -0.3399 0.5976
C 3.4698 0.2294 -2.3472
C 2.6123 0.6933 -0.0860
C 2.4235 -0.6139 -2.6385
C 1.5898 -0.1767 -0.2489
C -4.2070 2.1362 -2.5058
C -2.8945 2.5225 -2.8106
C -4.4086 0.9961 -1.6450
C -1.9264 1.8296 -2.3224
C -3.3867 0.2129 -1.2612
C -2.1055 0.5251 -1.7858
N 0.4082 -0.5636 1.9715
C 3.7648 0.9693 -1.0461
C 1.3795 -0.9201 -1.5945
C 1.5274 -1.2486 2.5939
C -0.8248 -0.6280 2.7700
C 0.9972 -1.4644 3.9603
C -0.5387 -1.5273 3.9381
H 4.0725 0.3703 -3.1627
H 2.6751 1.1704 0.9004
H 2.4241 -1.0745 -3.5442
H -5.0606 2.7798 -2.7297
H -2.5289 3.4027 -3.3316
H -5.4380 0.6783 -1.4127
H -0.8615 2.0216 -2.4591
H 4.6875 0.6464 -0.5399
H 3.9592 1.9847 -1.3624
H 1.1941 -2.0055 -1.5514
H 2.5731 -0.7102 2.7023
H 1.6869 -2.1763 2.1049
H -1.0881 0.3139 3.2434
H -1.7001 -0.9117 2.1850
H 1.4940 -2.3528 4.5483
H 1.1848 -0.5078 4.4665
H -1.0335 -1.3429 4.7718
H -1.0033 -2.5460 3.5644
```

**Structure (SMILES)**: Clc1ccccc1C1=N[C@H]2C=CCC=C2C(N2CCCC2)=N1
**LUMO energy**: 0.370 eV
**HOMO**: -8.4 eV
**Net charge**: 0

3.
A single C18H18ClNO3S molecule. Source: the Open Molecules 2025 dataset; level of theory: ωB97M-V/def2-TZVPD.

Structure (XYZ):
```
42
C18H18ClNO3S (ωB97M-V/def2-TZVPD)
O -4.8839 -1.4143 0.3056
C -3.7647 -1.6338 -0.0930
N -3.1483 -0.9325 -1.0688
H -2.1916 -1.1711 -1.2923
C -3.5454 0.4207 -1.4027
C -2.7671 1.3859 -0.5436
C -3.3611 2.0013 0.5500
C -2.6305 2.8200 1.3919
C -1.2856 3.0384 1.1513
C -0.6693 2.4308 0.0720
C -1.4096 1.6049 -0.7545
Cl -0.5950 0.8162 -2.0724
H 0.3811 2.5836 -0.1224
H -0.7079 3.6713 1.8069
H -3.1100 3.2798 2.2419
H -4.4061 1.8154 0.7451
H -4.6140 0.5046 -1.1992
H -3.3529 0.5929 -2.4650
C -2.9121 -2.7957 0.4381
H -3.0884 -3.7004 -0.1464
H -3.1894 -2.9643 1.4829
O -1.5238 -2.5174 0.3224
C -1.0777 -1.4934 1.0955
O -1.7701 -0.9237 1.9033
C 0.3006 -1.1589 0.7933
C 1.1132 -1.6382 -0.2024
C 2.3691 -1.0065 -0.2352
C 2.4993 -0.0557 0.7428
S 1.0791 0.0846 1.7157
C 3.7071 0.7893 0.9536
C 4.9010 0.1752 0.2198
C 4.5084 -0.1930 -1.2089
C 3.4703 -1.3142 -1.2020
H 3.0541 -1.4560 -2.2017
H 3.9456 -2.2557 -0.9087
H 5.3880 -0.5106 -1.7709
H 4.0912 0.6860 -1.7045
H 5.7302 0.8840 0.2140
H 5.2278 -0.7238 0.7459
H 3.9169 0.8887 2.0205
H 3.5157 1.7959 0.5667
H 0.8060 -2.4103 -0.8847
```

**Structure (SMILES)**: O=C(COC(=O)c1cc2c(s1)CCCC2)NCc1ccccc1Cl
**LUMO energy**: 0.208 eV
**HOMO**: -8.8 eV
**Net charge**: 0
**ΔE to the lowest compared entry with this formula, charge and spin**: 0.0 kcal/mol

4.
A molecular structure, C18H18CoF4N8. Source: the Open Molecules 2025 dataset; level of theory: ωB97M-V/def2-TZVPD.

Structure (XYZ):
```
49
C18H18CoF4N8 (ωB97M-V/def2-TZVPD)
Co 1.0467 1.5795 0.1735
N -0.0010 2.7431 -1.3618
C 0.8638 3.9218 -1.5942
C 2.3085 3.4697 -1.5535
N 2.5883 2.7435 -0.2803
C 3.7364 1.8053 -0.4231
C 3.3459 0.6448 -1.3220
N 1.9632 0.1890 -0.9657
C 2.8218 3.7190 0.8322
C 2.1633 3.2174 2.0972
N 0.7740 2.8176 1.7299
H -0.0876 2.2086 -2.2220
H -0.9471 3.0402 -1.1434
H 0.6585 4.6523 -0.8106
H 0.6594 4.4156 -2.5445
H 2.9994 4.3081 -1.6632
H 2.4927 2.7910 -2.3853
H 3.9818 1.4424 0.5775
H 4.6175 2.3248 -0.8084
H 4.0630 -0.1666 -1.2126
H 3.3534 0.9257 -2.3719
H 2.0167 -0.6692 -0.4221
H 1.4593 -0.0754 -1.8071
H 2.3779 4.6721 0.5446
H 3.8900 3.8918 0.9698
H 2.1818 3.9778 2.8775
H 2.6666 2.3314 2.4874
H 0.2266 3.6470 1.5111
H 0.3094 2.3906 2.5272
F -0.7483 -2.3795 -0.5195
C -1.8343 -3.0069 -0.0458
C -2.1815 -4.2153 -0.5888
F -1.4129 -4.7102 -1.5441
C -3.2995 -4.9257 -0.1286
C -4.0273 -4.3551 0.9080
C -3.6700 -3.1344 1.4637
F -4.4114 -2.6497 2.4363
C -2.5616 -2.4140 0.9976
C -2.2013 -1.1440 1.5562
C -1.1378 -0.3427 1.0515
N -0.3244 0.3918 0.7051
C -2.8406 -0.5279 2.6563
N -3.2674 0.0668 3.5491
F -5.1057 -4.9421 1.3825
C -3.6860 -6.2194 -0.7256
C -3.4073 -6.5009 -2.0754
N -3.1968 -6.7189 -3.1903
C -4.3480 -7.2018 0.0288
N -4.8680 -8.0288 0.6470
```

**Multiplicity**: 4
**LUMO energy (spin up / spin down)**: -6.089 / -9.121 eV
**HOMO (spin up / spin down)**: -13.6 / -15.0 eV
**Net charge**: +2

5.
A molecular structure, C18H18F5O7RhS4. Source: the Open Molecules 2025 dataset; level of theory: ωB97M-V/def2-TZVPD.

Structure (XYZ):
```
53
C18H18F5O7RhS4 (ωB97M-V/def2-TZVPD)
Rh -0.3672 -0.1775 0.0778
F -3.2053 -4.5177 4.4370
C -2.8583 -3.3991 3.8164
C -3.2291 -3.1995 2.4972
F -3.9320 -4.1282 1.8601
C -2.8638 -2.0301 1.8588
F -3.2340 -1.8530 0.5973
C -2.1332 -1.0462 2.5160
S -1.6710 0.4417 1.7100
C -1.7796 -1.2687 3.8427
F -1.0743 -0.3551 4.5080
C -2.1322 -2.4326 4.4955
F -1.7838 -2.6324 5.7641
O -1.0963 -4.0951 -0.6033
S -0.3808 -2.8617 -0.6718
O -0.2694 -2.1869 0.6795
O -0.8833 -1.8176 -1.5659
C 1.2795 -3.2625 -1.2059
C 1.5042 -4.6070 -1.4535
C 2.7417 -5.0511 -1.9031
C 3.7654 -4.1481 -2.1047
C 3.5529 -2.7981 -1.8551
C 2.3217 -2.3463 -1.4115
S 2.1982 -0.5832 -1.1739
O 3.5175 -0.0442 -1.2843
O 1.6646 -0.4189 0.2428
O 1.1614 -0.0801 -2.0561
H 0.6948 -5.3035 -1.2923
H 2.8930 -6.1054 -2.0920
H 4.7332 -4.4821 -2.4538
H 4.3443 -2.0772 -1.9997
C 2.4914 4.1955 -1.0553
C 1.6638 4.0635 0.2195
C 1.1997 2.6367 0.4999
S -0.1773 2.0998 -0.5224
O 0.0322 2.4487 -1.9214
C -1.5295 3.1559 0.1082
C -1.9509 4.1998 -0.9229
C -2.8647 3.6326 -2.0022
H 2.9178 5.1963 -1.1250
H 1.8918 4.0081 -1.9433
H 3.3128 3.4769 -1.0542
H 0.8108 4.7479 0.2018
H 2.2686 4.3611 1.0794
H 0.8351 2.4972 1.5215
H 1.9946 1.9116 0.3292
H -1.1637 3.6067 1.0303
H -2.3674 2.5062 0.3548
H -1.0715 4.6603 -1.3740
H -2.4736 4.9835 -0.3689
H -2.3658 2.8457 -2.5654
H -3.1579 4.4123 -2.7047
H -3.7752 3.2210 -1.5613
```

**LUMO energy (spin up / spin down)**: -2.562 / -2.634 eV
**HOMO (spin up / spin down)**: -9.7 / -9.6 eV
**Net charge**: 0
**ΔE to the lowest compared entry with this formula, charge and spin**: 16.7 kcal/mol

no.,strongest force on any atom (eV/A)
1,1.13
2,7.63
3,0.71
4,0.60
5,0.85